Here is 4 unconnected molecules or ions with the total composition C41H70F17N3O10S2 at a distorted geometry from the Open Molecules 2025 dataset. Energies are from the ωB97M-V functional and the def2-TZVPD basis.

spin multiplicity: 1
LUMO energy: -0.478 eV
Kohn-Sham gap: 7.8645 eV
E_HOMO: -0.307 Ha
structure (SMILES): CCN(CC)C(=S)SCCC[C@@]1(CCC(F)(F)C(F)(F)C(F)(F)C(F)(F)C(F)(F)C(F)(F)C(F)(F)C(F)(F)F)NC(=O)C[C@H]1CN.COCCOCCOC.COCCOCCOC.COCCOCCOC
maximum force: 3.1 eV/Å

Structure (XYZ):
```
143
Properties=species:S:1:pos:R:3:forces:R:3
H -0.323 -5.704 0.178 -0.124 0.191 0.076
F -1.694 4.684 -0.476 0.898 0.073 0.675
C 3.016 1.150 0.491 -1.206 -0.839 0.127
H 0.136 -1.902 3.626 0.185 -0.002 0.157
O 0.953 -0.284 -8.479 0.133 -0.272 0.230
C 4.584 0.700 -10.647 -0.153 -0.163 -0.040
F -3.567 4.482 -1.409 -0.875 -0.133 -0.495
F -2.885 1.407 1.953 -0.390 -0.635 -0.272
H 6.586 -7.870 3.957 -0.002 0.016 0.160
C 1.309 0.522 -7.367 0.007 0.115 -0.287
C 5.219 -4.376 2.090 -0.082 0.076 -0.021
H 3.817 1.693 -0.016 -0.205 0.044 -0.064
F -1.269 1.056 -4.010 -0.256 0.481 -0.423
H 5.204 1.247 -9.928 0.072 -0.025 -0.033
H -4.768 -3.077 1.363 -0.130 -0.321 0.061
N 1.648 2.795 3.427 -0.511 1.220 0.172
C -0.034 -1.248 -8.177 0.021 0.107 -0.214
C 3.703 -1.433 -7.876 0.046 -0.113 0.081
O 3.782 -0.263 -9.999 0.085 0.271 0.227
O 3.578 -0.372 -6.937 -0.025 0.005 -0.045
F -0.660 2.792 -1.802 0.668 -0.027 0.902
H 3.176 1.208 -8.230 -0.141 -0.112 -0.143
H -4.375 -4.837 1.332 -0.162 0.181 0.147
C 7.354 -4.007 -1.010 0.132 -0.116 0.121
H 5.425 -4.463 1.023 0.160 -0.168 0.020
C -3.299 3.230 0.490 0.029 0.381 1.487
C 7.922 -3.182 1.134 0.119 -0.306 -0.023
H 2.728 -1.843 -8.140 -0.034 0.119 -0.183
C -2.383 2.606 1.614 0.946 0.041 -0.298
C 3.049 3.298 1.681 -1.387 -1.047 0.561
C -0.251 1.670 2.480 -0.189 -1.079 -1.838
H -4.850 6.326 3.919 -0.002 0.092 -0.215
H -1.561 -6.944 0.271 0.054 0.131 0.026
H -9.908 4.197 5.503 -0.138 -0.027 -0.165
C 7.113 -6.934 3.742 0.043 -0.071 -0.237
H 5.454 -0.626 -8.814 -0.020 0.028 0.011
C -5.038 3.509 4.631 -0.059 0.208 0.209
H -0.684 1.903 3.453 0.334 0.216 0.006
H 4.562 -6.390 2.375 -0.176 0.112 0.089
H 4.181 -4.043 2.175 -0.014 0.022 0.079
H -3.444 -3.925 3.369 0.221 -0.037 -0.043
C 2.062 2.148 1.206 2.503 0.602 -0.731
H -6.789 7.156 2.834 -0.022 -0.075 -0.057
H 0.801 1.488 -7.480 0.047 0.070 0.200
F -0.590 0.007 -2.259 0.282 -0.099 0.201
F -3.745 1.357 -2.330 -0.768 0.114 0.052
C 1.580 -0.864 2.402 0.389 -0.188 0.222
H 5.220 0.228 -11.404 0.114 0.104 0.009
C 1.299 1.702 2.475 -0.524 0.870 2.172
H -10.142 5.776 4.717 0.039 0.044 0.007
H -0.646 1.937 0.420 -0.346 0.309 -0.155
H 8.163 -7.160 3.553 -0.052 -0.035 -0.065
C -1.508 -1.996 -3.819 -1.599 0.015 0.525
O -5.715 4.729 4.849 -0.225 -0.243 -0.178
F -4.293 2.396 0.218 -0.188 -0.864 -0.933
H -0.075 -1.955 -9.006 -0.005 0.094 -0.038
H 7.806 -4.307 2.979 0.006 -0.121 -0.186
H 0.827 -0.738 1.618 0.136 0.023 0.074
H 5.118 -5.581 3.858 0.056 0.009 0.009
C -2.982 -3.558 2.445 -0.228 -0.253 -0.314
H 2.983 1.497 -6.515 -0.015 -0.070 0.058
C 1.779 0.430 3.220 0.109 -0.457 -1.246
F -3.233 -1.354 -2.389 -0.043 0.040 0.825
F -2.276 3.332 -3.043 -0.506 0.286 -0.578
N -1.641 -4.178 2.336 -0.813 0.478 -0.664
H -1.016 -0.774 -8.069 -0.057 -0.104 0.132
H 0.980 0.066 -6.427 0.011 -0.054 -0.021
C -1.677 -5.597 1.925 1.140 -0.976 -0.071
H 8.229 -3.631 -1.552 -0.077 0.087 -0.095
F -2.394 0.710 -0.748 -0.066 0.027 1.028
O 7.692 -4.324 0.324 -0.334 0.114 -0.025
H -2.020 -5.329 -0.241 0.141 0.087 0.068
H 4.742 -2.029 -9.651 0.145 -0.085 0.162
H -3.956 3.665 4.636 0.025 -0.124 -0.084
O -8.556 5.621 6.056 -0.015 0.294 -0.228
F -0.989 -2.642 -2.816 1.023 -0.221 1.317
N 2.298 0.295 -0.495 0.387 0.803 -0.002
H 7.003 -4.919 -1.490 0.079 -0.023 0.025
H 2.840 0.580 3.443 -0.136 -0.146 0.225
H -7.818 3.861 4.161 0.053 0.101 0.204
C 2.357 3.867 2.924 0.138 -2.522 -1.735
C -1.369 -5.877 0.442 -0.349 -0.379 0.110
C -2.622 3.782 -0.784 -0.296 -0.125 -0.420
H 0.923 3.142 4.047 0.060 -0.477 0.187
H -5.346 3.048 3.686 0.092 0.009 -0.046
H -3.535 -3.700 0.303 0.170 0.122 0.177
H -9.276 4.033 3.209 -0.031 0.085 -0.024
H -2.812 -2.489 2.581 -0.082 -0.073 -0.103
F -3.913 4.292 1.037 0.150 0.830 0.139
S 1.012 -3.552 2.161 0.126 -0.739 0.130
H 3.514 0.505 1.223 -0.041 0.182 -0.027
C -5.662 5.611 3.737 -0.006 0.032 0.317
H -0.544 0.631 2.275 -0.051 0.120 0.219
C -9.092 6.789 6.640 0.150 -0.159 0.113
O 5.991 -3.335 2.678 0.006 -0.032 -0.007
H 3.919 1.411 -11.135 -0.023 -0.075 -0.038
H 1.798 -2.265 4.091 0.086 -0.245 -0.250
O 2.381 4.955 3.385 0.187 1.990 0.841
H -5.446 5.063 2.815 -0.031 -0.024 0.008
O 6.590 -6.319 2.584 0.109 0.241 0.279
H -5.305 2.833 5.443 0.019 0.065 0.039
H 2.316 0.820 -1.367 -0.069 -0.320 -0.079
C -6.964 6.371 3.575 0.017 0.116 -0.073
F -2.274 -2.873 -4.439 -0.699 -0.572 -0.916
C -2.463 -0.844 -3.346 0.284 -0.461 -0.520
H 7.780 -2.565 3.152 -0.076 0.037 -0.036
H 7.444 -2.294 0.702 -0.032 -0.020 0.001
H 4.239 -2.221 -7.341 0.042 0.078 0.035
F -3.258 -0.582 -4.383 -0.237 0.622 -0.556
C -1.694 0.434 -2.918 0.544 -0.343 0.690
C 2.805 0.763 -7.306 0.056 0.073 0.059
C -3.970 -3.823 1.294 0.156 0.211 -0.052
C 1.148 -2.071 3.235 -0.924 0.391 -0.376
F -2.507 3.352 2.731 -0.113 0.620 0.146
H -9.434 7.496 5.877 -0.088 -0.014 0.011
H 1.513 2.606 0.376 -0.734 -0.270 0.503
O -8.044 5.608 3.053 0.007 -0.006 0.052
H 0.218 -1.805 -7.269 -0.063 0.038 0.052
C 4.512 -1.100 -9.114 -0.260 -0.028 -0.197
H -7.246 6.873 4.501 0.071 -0.151 0.138
C -8.588 4.574 3.863 -0.025 -0.068 -0.089
C -0.730 -3.419 1.616 0.702 0.494 0.215
H 3.194 3.980 0.848 0.534 0.175 0.355
C -9.390 5.056 5.057 0.190 -0.181 0.166
C 7.405 -3.392 2.543 0.042 0.102 0.092
C -2.478 1.341 -1.909 -0.062 -0.307 -1.319
H 1.224 0.350 4.161 0.102 0.281 -0.041
H 7.061 -6.266 4.608 -0.069 -0.041 0.042
S -1.048 -2.408 0.378 -0.143 0.206 0.318
H -8.298 7.268 7.213 -0.009 -0.087 0.024
H 3.917 2.739 2.047 0.422 0.684 -0.272
H 6.547 -3.267 -1.047 0.043 0.054 -0.039
H 1.315 0.280 -0.237 0.081 -0.336 -0.034
C -1.998 2.806 -1.849 0.155 -0.258 -0.710
H -0.421 3.469 1.327 -0.385 0.074 -0.330
F -0.593 -1.575 -4.634 1.224 0.636 -0.901
H 9.006 -3.013 1.171 -0.012 0.209 0.106
H -9.915 6.541 7.319 -0.093 0.124 -0.038
H -0.938 -6.167 2.503 -0.064 0.251 0.079
C 5.322 -5.716 2.791 0.070 -0.112 -0.295
H 2.511 -1.128 1.893 -0.174 -0.001 -0.036
C -0.899 2.486 1.325 0.778 -0.322 1.268
H -2.635 -6.064 2.159 -0.106 0.524 0.217
```
Forces are in eV/Å.